1.
Density functional theory data (ωB97M-V/def2-TZVPD) for one molecule with the formula C4H5Br2NS at a distorted geometry.

HOMO = -0.3509 Eh
structure (SMILES) = S=C=NC[C@H](Br)CBr
ΔE to the lowest compared entry with this formula, charge and spin = 0.0 kcal per mole
electronic energy = -5756.3792 hartree
total charge = 0
M = 258.97 g mol⁻¹

Geometry as XYZ:
```
13
C4H5Br2NS | OMol25 | ωB97M-V/def2-TZVPD
H 0.84 -0.87 -0.81
H -2.09 -0.81 0.14
C -0.17 -0.44 -0.78
C 1.68 1.32 1.56
C -1.06 -1.24 0.19
Br -1.07 -3.14 -0.38
H -0.94 1.56 -0.34
Br -0.96 -0.44 -2.58
S 2.98 1.55 2.42
H -0.61 -1.16 1.18
C 0.04 1.04 -0.40
N 0.70 1.08 0.91
H 0.66 1.54 -1.12
```

Atomic charges from the Mulliken analysis, expressed in e, are listed below: 0.422, 0.397, -0.329, 0.412, -0.624, -0.142, 0.309, -0.077, -0.368, 0.432, -0.623, -0.245, 0.434

2.
Density functional theory data (ωB97M-V/def2-TZVPD) for one molecule with the formula C5H6O2.

HOMO = -0.3338 Eh
structure (SMILES) = O=CC1=COCC1
ΔE to the lowest compared entry with this formula, charge and spin = 21.3 kcal per mole
electronic energy = -344.5679 hartree
total charge = 0
M = 98.10 g mol⁻¹

Geometry as XYZ:
```
13
C5H6O2 | OMol25 | ωB97M-V/def2-TZVPD
O 0.88 -0.28 1.59
C -0.51 0.89 0.03
H -1.09 0.14 2.01
H 1.64 -1.70 0.31
C -0.01 -0.80 -1.92
H 0.03 1.53 2.10
H -1.58 0.93 -0.20
H -0.05 1.81 -0.33
O -0.78 -0.30 -2.72
C 0.17 -0.32 -0.57
H 0.61 -1.68 -2.20
C 0.95 -0.86 0.38
C -0.25 0.64 1.53
```

Atomic charges from the Mulliken analysis, expressed in e, are listed below: -0.401, -0.348, 0.261, 0.411, -0.231, 0.264, 0.298, 0.240, -0.525, 0.545, 0.293, -0.431, -0.376

3.
Density functional theory data (ωB97M-V/def2-TZVPD) for C3H6BrCl as an isolated structure at a distorted geometry.

HOMO = -0.3497 Eh
ΔE to the lowest compared entry with this formula, charge and spin = 42.9 kcal per mole
electronic energy = -3151.9751 hartree
total charge = 0
M = 157.44 g mol⁻¹

Geometry as XYZ:
```
11
C3H6BrCl | OMol25 | ωB97M-V/def2-TZVPD
H 2.25 0.72 0.39
Cl -3.20 1.76 0.26
C 0.83 -0.37 -0.60
H -0.11 -1.00 -0.52
C -2.46 0.38 -0.19
H 2.12 -0.68 1.24
H 0.76 0.57 1.40
C 1.45 0.08 0.72
H 1.53 -1.07 -1.12
H 0.58 0.60 -1.07
Br -3.76 -1.02 -0.52
```

Atomic charges from the Mulliken analysis, expressed in e, are listed below: 0.261, -0.010, -0.611, 0.118, 0.061, 0.280, 0.268, -0.829, 0.312, 0.231, -0.080

4.
Density functional theory data (ωB97M-V/def2-TZVPD) for an isolated ion of composition C7H10N5O and charge +1 at a distorted geometry.

HOMO (spin up / spin down) = -0.4386 / -0.4234 Eh
structure (SMILES) = CN(C)/C(O)=C1\C=NC(N=[NH2+])=C=N1
ΔE to the lowest compared entry with this formula, charge and spin = 161.1 kcal per mole
electronic energy = -621.2990 hartree
total charge = +1
M = 180.19 g mol⁻¹

Geometry as XYZ:
```
23
C7H10N5O | OMol25 | ωB97M-V/def2-TZVPD
H -1.13 -1.43 -1.39
N -1.82 3.23 3.11
N -2.45 2.95 2.02
C -0.93 0.95 -0.49
H 2.81 -2.36 -1.11
O 2.21 -0.69 0.44
H -0.50 -2.93 -1.83
H 2.45 0.21 0.78
C -0.57 1.75 1.87
H -0.91 0.82 -1.64
C -0.31 -1.89 -1.76
N -1.74 1.78 -0.03
H -0.19 -1.61 -2.83
N 0.19 0.86 1.54
H -0.86 2.72 3.35
H 1.73 -3.55 -1.32
C 0.10 0.30 0.22
C 1.92 -2.57 -1.65
C -1.69 2.30 1.23
H -2.21 3.94 3.68
C 1.02 -0.72 -0.20
N 0.92 -1.64 -1.14
H 1.96 -2.40 -2.82
```

Atomic charges from the Mulliken analysis, expressed in e, are listed below: 0.631, -0.044, -0.469, -0.267, 0.385, -0.507, 0.341, 0.402, 0.363, 0.418, -1.420, -0.449, 0.428, -0.469, 0.372, 0.393, -0.090, -0.947, 0.240, 0.210, 1.196, 0.000, 0.283

5.
Density functional theory data (ωB97M-V/def2-TZVPD) for C22H19KN4O4S as an isolated structure at a distorted geometry.

HOMO = -0.2692 Eh
electronic energy = -2367.9072 hartree
total charge = 0
M = 474.58 g mol⁻¹

Geometry as XYZ:
```
51
C22H19KN4O4S | OMol25 | ωB97M-V/def2-TZVPD
C -4.18 3.22 -1.47
C -0.26 -4.77 2.30
C -1.68 -3.14 1.26
H 5.11 0.97 -1.80
H 2.37 1.85 1.37
O 7.18 1.73 -1.13
C -4.36 1.82 -1.52
C -3.58 1.01 -0.66
H -4.88 -2.00 -1.58
H -0.84 -4.83 0.24
N 5.75 3.02 0.29
H 7.70 2.48 -1.44
O -3.46 -3.62 -0.59
H -2.41 -1.57 2.50
C 2.50 -0.76 -0.55
C -1.12 -2.94 3.59
C -2.50 2.87 0.17
C -1.79 -2.46 2.47
C 3.57 -0.47 -1.39
H 6.05 3.97 0.45
N -3.08 -1.22 0.23
H -4.78 3.85 -2.11
C -5.45 -0.11 -2.43
C -5.30 1.24 -2.41
H 0.16 -4.46 4.38
C 3.83 1.56 -0.18
C 6.73 1.98 0.19
H 0.33 -5.67 2.24
C -4.71 -0.94 -1.56
C -3.78 -0.43 -0.67
C 4.26 0.71 -1.19
H -6.16 -0.59 -3.10
O -1.41 -2.45 -1.21
C 4.41 2.92 0.10
H -1.75 3.27 0.84
C 2.73 1.19 0.59
H 7.58 2.24 0.83
H -1.21 -2.40 4.52
C -0.92 -4.30 1.18
H 6.31 1.04 0.53
N 2.08 0.04 0.42
H -5.88 1.89 -3.06
H 3.85 -1.17 -2.17
H -3.09 4.82 -0.55
C -3.26 3.75 -0.62
S -2.50 -2.60 -0.22
H 1.95 -1.69 -0.67
C -0.36 -4.09 3.51
K -0.77 -0.23 -0.26
O 3.68 3.89 0.19
N -2.64 1.57 0.16
```

Atomic charges from the Mulliken analysis, expressed in e, are listed below: -0.624, -0.584, 0.484, 0.541, 0.418, -0.518, 1.280, 0.555, 0.579, 0.403, -0.128, 0.307, -0.673, 0.473, -0.154, -0.633, -0.423, -0.224, -0.773, 0.256, -0.478, 0.386, -0.807, -0.885, 0.384, 0.269, -0.589, 0.386, -0.379, -0.168, 0.020, 0.384, -0.731, 0.197, 0.405, -0.360, 0.383, 0.392, -0.778, 0.426, -0.549, 0.361, 0.411, 0.382, -0.567, 1.040, 0.466, -0.407, 1.084, -0.626, -0.614

6.
Density functional theory data (ωB97M-V/def2-TZVPD) for one molecule with the formula C4H6O2S at a distorted geometry.

HOMO (spin up / spin down) = -0.2699 / -0.2792 Eh
ΔE to the lowest compared entry with this formula, charge and spin = 167.9 kcal per mole
electronic energy = -704.4120 hartree
total charge = 0
M = 118.16 g mol⁻¹

Geometry as XYZ:
```
13
C4H6O2S | OMol25 | ωB97M-V/def2-TZVPD
S -0.65 -0.62 2.55
C 0.28 0.45 -1.15
O 1.38 -0.36 0.86
C -0.78 1.24 -0.56
H 1.23 0.97 -1.29
H 0.04 0.15 -2.12
H 1.32 -1.48 -0.89
C 0.64 -0.78 -0.34
H -0.69 2.05 0.07
H -0.26 -1.30 -0.13
C 0.92 -0.49 2.11
H -1.83 0.87 -0.49
O -1.60 -0.69 1.37
```

Atomic charges from the Mulliken analysis, expressed in e, are listed below: 0.198, -0.282, -0.232, -0.438, 0.259, 0.368, 0.330, -0.625, 0.355, 0.447, -0.085, 0.274, -0.567